1.
# C53H72BN2O5PSn

C53H72BN2O5PSn as an isolated structure (ωB97M-V with the def2-TZVPD basis set, the Open Molecules 2025 dataset).

Properties
Energy relative to the best compared isomer or geometry (same formula, charge and spin) (kJ/mol): 108.5
F_max (eV/Å): 0.331
Highest occupied orbital energy (spin up / spin down) (eV): -6.21 / -6.39
Kohn-Sham gap (spin up / spin down) (eV): 6.0 / 5.7
E_LUMO (spin up / spin down) (eV): -0.16 / -0.69
M (Da): 977.7

XYZ file:
```
135
C53H72BN2O5PSn, DFT ωB97M-V with the def2-TZVPD basis set
Sn 0.903 -0.174 0.715
C 3.841 0.952 1.538
C 2.616 0.839 2.280
C 2.580 -0.496 2.801
C 3.697 -1.169 2.327
C 4.484 -0.267 1.561
H 4.196 1.849 1.053
H 2.057 1.679 2.677
H 1.845 -0.910 3.470
H 3.944 -2.199 2.542
H 5.402 -0.514 1.048
C 4.748 1.492 -3.407
C 4.377 1.326 -1.925
C 3.105 2.135 -1.667
C 4.457 -0.153 -1.527
C 5.742 -0.693 -1.557
C 5.982 -2.031 -1.312
C 4.922 -2.873 -1.016
C 3.627 -2.382 -0.943
C 2.484 -3.341 -0.651
C 2.747 -4.195 0.590
C 2.195 -4.238 -1.859
C 3.409 -1.019 -1.196
N 2.070 -0.530 -1.128
C 1.421 -0.412 -2.286
C 0.113 0.189 -2.342
N -0.467 0.487 -1.194
C -1.779 1.145 -1.176
C -2.926 0.284 -1.686
C -3.999 0.896 -2.268
C -4.008 2.259 -2.607
C -2.831 3.021 -2.448
C -1.713 2.517 -1.858
C -0.425 3.322 -1.838
C -0.527 4.632 -1.046
C 0.040 3.641 -3.265
C -3.058 -1.201 -1.362
C -2.924 -2.065 -2.624
C -2.159 -1.772 -0.263
C -0.249 0.309 -3.782
C -1.288 0.829 -4.507
C -1.268 0.736 -5.922
C -0.241 0.146 -6.606
C 0.862 -0.386 -5.891
C 2.001 -1.014 -6.454
C 2.997 -1.482 -5.638
C 2.945 -1.355 -4.228
C 1.854 -0.746 -3.654
C 0.820 -0.282 -4.504
H 4.838 2.552 -3.651
H 3.975 1.063 -4.047
H 5.693 1.005 -3.648
H 5.176 1.803 -1.346
H 2.304 1.858 -2.352
H 3.330 3.190 -1.843
H 2.742 2.036 -0.647
H 6.576 -0.037 -1.784
H 6.993 -2.418 -1.348
H 5.108 -3.925 -0.836
H 1.583 -2.753 -0.460
H 3.571 -4.892 0.428
H 1.861 -4.787 0.830
H 2.991 -3.571 1.451
H 3.065 -4.858 -2.090
H 1.954 -3.653 -2.746
H 1.354 -4.901 -1.647
H -4.874 0.296 -2.497
H -4.883 2.698 -3.066
H -2.802 4.025 -2.859
H 0.349 2.710 -1.373
H -1.366 5.234 -1.403
H 0.387 5.214 -1.186
H -0.668 4.451 0.015
H -0.598 4.402 -3.719
H 0.025 2.759 -3.907
H 1.060 4.031 -3.243
H -4.087 -1.312 -1.002
H -1.914 -2.003 -3.030
H -3.618 -1.747 -3.404
H -3.130 -3.110 -2.385
H -1.139 -1.925 -0.619
H -2.552 -2.746 0.038
H -2.133 -1.139 0.624
H -2.130 1.312 -4.042
H -2.105 1.151 -6.470
H -0.260 0.091 -7.688
H 2.081 -1.117 -7.529
H 3.864 -1.960 -6.077
H 3.765 -1.740 -3.641
C -3.645 -3.155 6.108
C -2.849 -1.871 6.011
O -1.597 -2.112 5.364
P -1.345 -1.463 3.878
O -0.608 -0.070 4.234
C 0.191 0.193 5.405
C -0.176 1.552 5.955
O -0.039 -2.340 3.486
C -0.204 -3.646 2.927
C 0.015 -4.718 3.973
H -4.640 -2.956 6.508
H -3.144 -3.871 6.760
H -3.753 -3.605 5.121
H -2.625 -1.473 7.003
H -3.420 -1.107 5.473
H 1.241 0.167 5.114
H 0.021 -0.592 6.143
H 0.012 2.331 5.215
H 0.428 1.764 6.839
H -1.229 1.589 6.237
H 0.534 -3.727 2.127
H -1.199 -3.734 2.474
H 1.023 -4.642 4.383
H -0.105 -5.706 3.525
H -0.697 -4.609 4.790
C -5.324 2.321 1.146
C -4.037 1.845 1.809
C -4.366 1.081 3.080
O -3.421 0.927 0.877
B -2.340 1.542 0.309
O -1.970 2.675 0.969
C -2.949 2.979 1.990
C -2.228 2.950 3.326
C -3.451 4.387 1.702
H -5.955 1.453 0.956
H -5.125 2.806 0.190
H -5.869 3.009 1.793
H -5.208 0.413 2.895
H -4.642 1.762 3.887
H -3.517 0.477 3.390
H -1.821 1.963 3.536
H -2.891 3.251 4.139
H -1.394 3.652 3.284
H -3.805 4.480 0.677
H -2.630 5.090 1.842
H -4.257 4.662 2.384
```

Atomic partial charges in e from the Löwdin method, atoms 1 to 99: 1.45 -0.16 -0.33 -0.30 -0.12 -0.13 0.09 0.08 0.05 0.09 0.09 -0.05 -0.33 -0.07 -0.15 -0.06 -0.07 -0.03 -0.15 -0.37 -0.06 -0.04 -0.20 -0.05 -0.19 -0.18 -0.01 -0.21 -0.12 -0.07 -0.07 -0.06 -0.12 -0.35 -0.04 -0.05 -0.34 -0.05 -0.09 -0.08 0.00 -0.05 -0.02 -0.16 -0.02 -0.06 -0.01 -0.08 -0.08 0.08 0.07 0.07 0.13 0.06 0.09 0.05 0.12 0.10 0.11 0.09 0.08 0.07 0.05 0.08 0.07 0.08 0.12 0.10 0.12 0.11 0.08 0.08 0.06 0.08 0.06 0.08 0.14 0.07 0.08 0.08 0.04 0.09 0.04 0.09 0.11 0.11 0.11 0.11 0.11 -0.08 -0.32 -0.33 0.85 -0.35 -0.27 -0.07 -0.35 -0.30 -0.07


2.
# C53H81BGeN10O6Se2Sr

C53H81BGeN10O6Se2Sr as an isolated structure at a distorted geometry (ωB97M-V with the def2-TZVPD basis set, the Open Molecules 2025 dataset).

Properties
Energy relative to the best compared isomer or geometry (same formula, charge and spin) (kJ/mol): 185.0
F_max (eV/Å): 1.958
Highest occupied orbital energy (eV): -1.14
Kohn-Sham gap (eV): 4.6
E_LUMO (eV): 3.46
M (Da): 1283.3
Net charge: -2

XYZ file:
```
155
C53H81BGeN10O6Se2Sr, DFT ωB97M-V with the def2-TZVPD basis set
Sr -0.993 0.427 0.255
C -2.906 -0.284 5.718
N -2.067 0.553 4.903
C -1.197 1.420 5.646
C -1.830 0.173 3.565
N -1.846 0.992 2.586
C -2.266 2.356 2.754
C -1.112 3.346 2.540
N -0.762 3.498 1.134
C 0.631 3.859 0.928
C 1.601 2.697 1.211
N 2.037 2.052 0.003
C 3.242 2.083 -0.392
N 3.673 1.197 -1.356
C 2.775 0.135 -1.742
C 4.523 1.633 -2.438
N 4.248 2.888 0.189
C 5.590 2.389 0.325
C 4.135 4.314 0.043
C -1.648 4.455 0.489
C -1.863 4.224 -1.008
N -0.661 4.190 -1.788
C -0.303 5.057 -2.629
N 0.862 4.855 -3.345
C 1.492 3.558 -3.276
C 1.087 5.558 -4.582
N -0.870 6.353 -2.916
C -0.936 7.233 -1.770
C -2.068 6.325 -3.727
N -1.709 -1.166 3.376
C -0.861 -1.971 4.217
C -2.205 -1.835 2.205
H -3.606 0.354 6.271
H -2.340 -0.881 6.449
H -3.480 -0.953 5.082
H -0.470 0.850 6.254
H -1.794 2.038 6.327
H -0.643 2.068 4.974
H -2.707 2.538 3.743
H -3.040 2.558 2.010
H -0.231 2.988 3.084
H -1.407 4.317 2.980
H 0.917 4.742 1.540
H 0.719 4.130 -0.127
H 1.061 1.931 1.770
H 2.453 3.042 1.817
H 3.369 -0.698 -2.121
H 2.065 0.454 -2.510
H 2.205 -0.172 -0.872
H 5.281 0.870 -2.641
H 5.027 2.564 -2.197
H 3.938 1.779 -3.355
H 5.574 1.307 0.213
H 5.970 2.639 1.324
H 6.287 2.817 -0.413
H 3.095 4.577 -0.131
H 4.737 4.683 -0.804
H 4.487 4.819 0.947
H -1.284 5.488 0.654
H -2.638 4.361 0.937
H -2.583 4.982 -1.341
H -2.308 3.232 -1.132
H 1.159 2.907 -4.093
H 1.233 3.080 -2.332
H 2.573 3.697 -3.359
H 0.665 5.017 -5.442
H 2.163 5.669 -4.744
H 0.628 6.541 -4.522
H -0.025 7.105 -1.187
H -1.796 7.059 -1.113
H -0.978 8.266 -2.130
H -1.949 5.569 -4.503
H -2.191 7.304 -4.202
H -2.983 6.095 -3.167
H -1.414 -2.830 4.612
H -0.474 -1.379 5.044
H -0.017 -2.350 3.630
H -2.807 -1.155 1.617
H -2.844 -2.670 2.510
H -1.410 -2.239 1.583
O -6.776 -1.026 1.100
C -6.012 0.143 0.951
C -5.872 0.610 -0.506
C -7.223 1.198 -0.956
O -7.212 1.707 -2.271
C -4.787 1.671 -0.595
Se -5.183 3.360 0.323
C -5.532 -0.547 -1.446
Se -4.184 -1.845 -0.833
H -6.263 -1.704 0.627
H -5.001 -0.002 1.366
H -6.505 0.924 1.535
H -7.502 1.996 -0.252
H -8.001 0.429 -0.921
H -6.554 2.415 -2.254
H -4.594 1.937 -1.637
H -3.853 1.301 -0.164
H -5.158 -0.167 -2.396
H -6.426 -1.141 -1.651
O -0.370 -0.282 -3.097
B -1.093 0.563 -2.216
O -1.984 1.297 -3.014
C -1.839 0.904 -4.290
C -2.493 1.322 -5.432
C -2.121 0.727 -6.632
C -1.138 -0.252 -6.683
C -0.478 -0.677 -5.536
C -0.839 -0.083 -4.343
H -3.269 2.072 -5.389
H -2.616 1.025 -7.547
H -0.886 -0.702 -7.635
H 0.279 -1.448 -5.569
O 1.080 -2.952 1.718
C 0.858 -2.134 0.795
O 0.604 -0.934 0.965
C 0.948 -2.708 -0.620
C 2.247 -3.479 -0.709
Ge 2.334 -4.788 0.822
C 3.117 -4.428 2.627
C 4.414 -3.951 2.730
C 4.945 -3.588 3.956
C 4.181 -3.712 5.103
C 2.896 -4.219 5.017
C 2.372 -4.572 3.786
C 3.829 -6.045 0.230
C 4.629 -5.837 -0.885
C 5.693 -6.672 -1.180
C 5.981 -7.744 -0.357
C 5.194 -7.976 0.757
C 4.139 -7.131 1.040
C 0.744 -5.984 0.784
C -0.464 -5.654 1.383
C -1.560 -6.493 1.286
C -1.465 -7.681 0.583
C -0.272 -8.014 -0.035
C 0.818 -7.169 0.063
H 0.864 -1.917 -1.365
H 0.097 -3.385 -0.734
H 3.089 -2.784 -0.673
H 2.300 -4.051 -1.637
H 5.017 -3.859 1.835
H 5.953 -3.198 4.022
H 4.589 -3.411 6.060
H 2.300 -4.331 5.914
H 1.364 -4.949 3.712
H 4.420 -5.003 -1.540
H 6.306 -6.486 -2.052
H 6.818 -8.393 -0.581
H 5.410 -8.813 1.408
H 3.527 -7.307 1.916
H -0.547 -4.722 1.919
H -2.497 -6.219 1.750
H -2.319 -8.340 0.511
H -0.193 -8.936 -0.597
H 1.746 -7.430 -0.428
```

Atomic partial charges in e from the Löwdin method, atoms 1 to 99: 1.29 -0.08 -0.19 -0.07 -0.38 -0.01 -0.21 -0.19 -0.17 -0.19 -0.20 0.11 -0.39 -0.16 -0.05 -0.07 -0.18 -0.09 -0.07 -0.20 -0.20 0.11 -0.38 -0.16 -0.06 -0.09 -0.21 -0.08 -0.08 -0.15 -0.04 -0.09 0.09 0.08 0.10 0.08 0.09 0.07 0.12 0.05 0.10 0.13 0.12 0.09 0.09 0.11 0.09 0.09 0.07 0.09 0.07 0.08 0.09 0.08 0.07 0.08 0.08 0.08 0.11 0.04 0.09 0.09 0.10 0.06 0.07 0.09 0.08 0.08 0.09 0.08 0.08 0.09 0.08 0.08 0.09 0.08 0.07 0.00 0.10 0.06 -0.11 -0.29 -0.60 -0.28 -0.08 -0.62 0.37 -0.59 0.38 0.00 0.09 0.10 0.07 0.12 0.06 0.04 0.01 0.04 0.04